16
Properties=species:S:1:pos:R:3 method="wB97M-V/def2-TZVPD" total_charge=+1 mol_weight_g_mol=101.1 energy_ev=-9314.0497 de_lowest_kcal_mol=45.3 homo_lumo_gap_ha=0.3479 homo_ev=-14.15 fmax_ev_per_a=4.2
C -3.388 0.085 0.088
C -1.271 -0.423 -0.999
C 1.853 1.201 0.464
C 2.545 -0.131 0.364
N -2.069 0.182 -0.354
N 2.080 -1.188 -0.189
O -0.310 -0.902 -1.440
H -3.833 -0.841 -0.406
H -3.532 -0.017 1.199
H 1.163 1.279 1.247
H 2.455 2.032 0.586
H 1.323 1.363 -0.414
H 3.410 -0.275 1.026
H 2.491 -2.134 -0.210
H -4.052 0.972 -0.318
H 1.135 -1.205 -0.644